ORCA calculation (the ωB97M-V functional and the def2-TZVPD basis) on a 2-piece molecular cluster, C14H16 overall at a distorted geometry.

```
30
Properties=species:S:1:pos:R:3:forces:R:3:nbo_charge:R:1
C -1.035 1.772 -0.908 -0.3 -1.5 0.7 -0.64
H 1.321 -0.712 4.195 0.1 0.0 0.2 0.21
C -0.262 -1.896 1.410 -0.5 1.2 -0.3 -0.23
H -1.685 -2.128 -0.238 0.3 -0.3 0.0 0.21
C 1.714 -0.154 -2.637 0.1 -0.8 -1.0 -0.20
C -0.059 -1.264 2.648 1.0 -0.7 0.1 0.01
H 0.601 -2.209 0.837 0.0 -0.5 0.2 0.21
C 0.703 0.097 -1.696 1.1 0.1 -0.9 -0.24
H -3.143 -0.178 3.250 -0.3 0.2 -0.4 0.21
H 2.027 -0.676 2.567 -0.2 0.2 0.1 0.22
H -1.244 1.002 -0.150 0.0 0.5 0.3 0.22
H 2.206 2.865 -3.997 0.1 0.4 0.4 0.21
C -2.533 -1.095 1.383 -0.2 0.0 0.9 -0.24
C 2.127 0.789 -3.552 -0.6 2.0 0.1 -0.23
H 2.572 0.646 -4.528 0.6 -0.8 0.4 0.21
H -0.950 -0.250 4.307 -0.1 -0.1 0.1 0.21
H -3.508 -0.911 0.956 0.1 -0.3 -0.5 0.22
C 1.817 2.146 -3.289 -0.2 -1.6 -0.5 -0.21
C -1.113 -0.711 3.344 -0.8 0.2 -1.6 -0.23
C 1.334 -1.204 3.231 0.2 -0.3 -0.5 -0.63
H 0.923 3.449 -1.902 -0.9 0.0 -0.3 0.21
H 0.380 -0.772 -1.143 -0.5 0.3 0.3 0.22
H 2.127 -1.147 -2.797 -0.4 -0.2 0.3 0.21
H -1.049 2.769 -0.483 0.0 0.1 0.0 0.22
H -1.866 1.618 -1.602 0.0 0.5 -0.2 0.22
C 0.235 1.396 -1.598 0.2 1.0 -0.1 0.01
C -1.501 -1.795 0.775 0.1 0.4 -0.2 -0.20
C 0.924 2.430 -2.280 0.7 -0.1 0.5 -0.23
C -2.342 -0.601 2.655 0.5 -0.1 1.8 -0.19
H 1.780 -2.196 3.319 -0.2 -0.1 0.3 0.22
```
Forces are in eV/Å.

Calculated values
Multiplicity: 1
HOMO, hartree: -0.3206
Frontier orbital gap, eV: 9.670
SMILES: Cc1ccccc1.Cc1ccccc1


ORCA calculation (the ωB97M-V functional and the def2-TZVPD basis) on C2H4ORb as an isolated structure at a distorted geometry.

```
8
Properties=species:S:1:pos:R:3:forces:R:3:nbo_charge:R:1
H -1.589 0.557 -0.581 0.0 -0.2 0.4 0.28
H -2.362 -0.974 0.295 0.3 0.8 0.0 0.28
C -0.364 -0.955 0.120 1.3 0.7 0.3 0.73
H 0.535 2.640 -0.103 -0.3 0.1 0.8 -0.02
C -1.504 -0.321 0.060 -0.6 -1.2 -0.4 -0.75
H 0.279 2.713 0.616 0.3 -0.1 -0.8 0.02
O 0.721 -1.380 0.271 -0.8 -0.1 -0.3 -0.54
Rb 4.284 -2.280 -0.680 -0.2 0.0 0.1 1.00
```
Forces are in eV/Å.

Calculated values
Multiplicity: 1
HOMO, hartree: -0.4518
Charge: +1
Frontier orbital gap, eV: 8.051


ORCA calculation (the ωB97M-V functional and the def2-TZVPD basis) on C37H42Cl2N2O4ReSSe as an isolated structure.

```
90
Properties=species:S:1:pos:R:3:forces:R:3:lowdin_spin:R:1
O 0.732 0.037 -2.393 -0.1 0.0 0.3 0.10
H -1.286 -3.475 -2.399 0.0 0.0 0.0 0.00
C -2.980 2.643 2.421 0.0 0.0 0.0 0.00
C -3.621 1.831 -2.456 0.1 0.0 0.0 0.00
C -2.622 -0.454 -2.445 0.1 0.0 0.1 0.00
S 1.238 1.334 1.787 -0.2 0.2 -0.1 0.12
H -0.520 -5.589 -1.113 0.0 0.0 0.0 0.00
H -3.867 0.274 0.627 0.0 0.0 0.0 0.00
H -2.773 0.193 -4.512 0.0 0.0 -0.1 0.00
C 3.276 4.829 1.980 0.0 0.0 -0.1 0.00
H 3.508 6.351 0.488 0.0 0.0 0.0 0.00
H 0.421 -3.032 1.563 0.0 0.1 0.0 0.00
H -1.900 -1.005 -1.845 -0.1 0.2 -0.1 0.00
C 4.495 -2.689 -0.072 0.0 -0.1 0.0 0.00
Re 0.747 0.435 -0.357 0.1 -0.9 0.2 2.31
O 3.140 -0.889 -3.376 -0.2 0.1 0.2 0.01
H 5.471 -2.524 0.368 0.0 0.0 0.0 0.00
C 3.063 5.398 0.733 0.0 -0.1 0.0 0.01
N 0.977 -1.509 0.351 0.0 0.0 0.0 0.03
Cl 0.694 2.749 -1.034 -0.2 0.8 -0.2 0.02
H 4.463 0.461 2.640 0.0 0.0 0.1 0.00
H -0.037 -4.670 0.307 0.0 0.0 0.0 0.00
H -2.607 2.967 3.393 0.0 0.0 0.0 0.00
C -2.782 0.917 -1.825 0.0 0.0 -0.2 0.00
C 1.970 -3.217 -1.099 0.0 -0.1 -0.1 0.00
N -1.292 0.326 0.038 0.1 0.0 -0.1 0.09
H -4.382 -1.234 -1.409 0.0 0.0 0.0 0.00
H -3.709 -3.029 3.343 0.0 0.0 0.0 0.00
H 2.337 -2.541 3.128 0.0 0.0 0.0 0.00
C -2.171 1.280 -0.621 0.1 0.0 0.1 0.01
H 2.105 5.150 -1.184 0.0 0.0 0.0 0.00
C 4.376 -3.465 -1.207 -0.1 0.0 0.0 0.00
C 2.665 -1.509 2.981 -0.1 0.0 0.0 0.00
C 0.118 -2.075 1.145 0.0 0.2 0.0 0.03
H -1.063 2.322 1.565 0.0 0.0 0.0 0.00
H -2.387 5.057 1.542 0.0 0.0 0.0 0.00
H -0.981 4.734 0.533 0.1 0.0 -0.1 0.00
C -0.558 -2.942 -1.784 0.0 0.0 0.0 0.00
C 0.658 -3.830 -1.580 0.0 -0.1 0.0 0.00
C -3.861 3.078 -1.916 0.0 0.0 0.0 0.00
C 1.740 3.520 0.150 0.0 0.0 0.0 0.02
C -2.094 -0.378 -3.878 0.0 0.0 0.0 0.00
H -4.091 1.553 -3.389 0.0 0.0 -0.1 0.00
H -1.058 -2.705 -0.842 0.0 0.0 -0.2 0.00
H -4.976 -1.238 2.152 0.0 0.0 0.0 0.00
C -3.944 -1.228 -2.407 0.0 0.0 0.0 0.00
C 3.390 -2.114 0.554 0.2 -0.1 0.0 0.00
H 5.253 -3.865 -1.696 0.0 0.0 0.0 0.00
H -0.300 -2.019 -2.297 0.1 0.0 0.0 0.00
C 3.113 -3.764 -1.674 0.0 0.0 0.0 0.00
Cl 3.016 2.932 3.860 0.0 0.0 0.0 0.00
H 4.545 -2.046 2.260 0.0 0.1 0.0 0.00
C 3.721 -1.431 1.881 0.0 0.1 -0.1 0.00
C -3.292 -0.498 1.116 0.0 0.0 0.0 0.01
H 1.794 -0.884 2.804 0.1 -0.1 0.0 0.00
H -2.014 -1.380 -4.301 0.0 -0.1 0.0 0.00
H 3.641 0.601 1.079 0.2 -0.1 0.1 0.00
H 0.899 -4.247 -2.561 0.0 0.0 0.0 0.00
H -1.111 0.089 -3.918 0.0 0.0 0.0 0.00
C 1.937 2.891 1.374 -0.1 -0.1 0.0 0.02
O 2.697 0.477 -1.000 -0.2 0.1 0.0 0.09
H 5.253 -0.084 1.154 0.0 0.0 0.0 0.00
C -1.936 2.932 1.337 0.1 -0.1 0.1 0.00
H 3.879 5.332 2.720 0.0 0.0 0.0 0.00
H -0.877 4.560 2.287 0.0 0.0 0.0 0.00
C -3.209 -2.367 2.653 0.1 0.1 -0.1 0.02
C -1.881 -2.509 2.377 0.0 0.1 0.0 0.00
C 2.283 4.738 -0.203 0.0 0.0 0.1 0.00
H 2.996 -4.439 -2.511 0.0 0.0 -0.1 0.00
H -1.314 -3.307 2.839 0.0 0.0 0.0 0.00
H -4.507 3.781 -2.425 0.0 0.0 0.0 0.00
C -1.896 -0.574 0.853 0.0 0.0 0.1 0.02
H -3.780 -2.263 -2.709 0.0 0.0 0.0 0.00
C -3.913 -1.352 1.983 0.0 -0.1 0.0 0.01
C -2.445 2.528 -0.032 0.0 0.1 0.1 0.00
H -3.485 4.377 -0.266 0.0 0.1 0.0 0.00
C -3.278 3.413 -0.707 0.0 -0.1 0.0 0.00
H -3.904 3.186 2.214 0.0 0.0 0.0 0.00
H 3.110 -1.172 3.918 0.0 0.0 0.0 0.00
H -4.673 -0.793 -3.093 0.0 0.0 0.0 0.00
C 2.141 -2.306 -0.048 -0.1 0.3 0.1 0.01
C 0.297 -5.014 -0.674 0.0 0.0 0.0 0.00
C -1.521 4.405 1.420 0.0 -0.1 0.0 0.00
Se 2.406 0.355 -2.694 0.2 0.0 -0.3 0.01
C 2.722 3.598 2.290 0.0 0.0 0.0 0.01
O 2.578 1.796 -3.372 0.0 -0.3 0.1 0.01
C -1.198 -1.650 1.478 0.1 -0.1 0.1 0.02
H -3.215 1.582 2.490 0.0 0.0 0.0 0.00
H 1.147 -5.681 -0.528 0.0 0.0 0.0 0.00
C 4.299 -0.026 1.678 0.0 0.1 -0.1 0.00
```
Forces are in eV/Å.

Calculated values
Multiplicity: 4
HOMO (alpha / beta), hartree: -0.2866 / -0.3090
Frontier orbital gap (alpha / beta), eV: 7.300 / 6.783
⟨S²⟩: 3.77


ORCA calculation (the ωB97M-V functional and the def2-TZVPD basis) on C24H28AuBrNOS as an isolated structure.

```
57
Properties=species:S:1:pos:R:3:forces:R:3:nbo_charge:R:1
C 0.737 -2.513 -3.185 0.0 0.0 0.0 -0.27
C -2.980 2.339 2.014 0.0 0.0 -0.1 -0.19
C 0.900 4.496 4.545 0.0 0.0 0.0 -0.61
H -1.103 0.095 -2.684 0.0 0.0 0.0 0.24
H -1.428 4.041 4.447 0.0 0.0 0.0 0.22
H -5.566 3.274 2.592 0.0 0.0 0.0 0.21
C -4.119 4.907 4.252 0.0 0.0 0.0 -0.60
H -6.129 3.104 4.251 0.0 0.0 0.0 0.23
C -2.827 3.055 3.193 0.0 0.0 0.0 0.01
H -3.220 5.345 4.686 0.0 0.0 0.0 0.21
H 2.845 -5.294 -1.081 0.0 0.0 0.0 0.23
H 0.597 3.812 5.340 0.0 0.0 0.0 0.21
H -0.456 -0.470 -4.218 0.0 0.0 0.0 0.25
H 2.940 3.089 3.677 0.0 0.0 0.0 0.22
H -5.310 1.754 3.474 0.0 0.0 0.0 0.21
C 1.714 -2.107 -0.658 0.1 0.0 0.0 0.12
S 2.106 -0.253 1.329 0.2 0.2 0.1 0.08
C 1.408 -3.531 -2.575 0.0 0.0 0.0 -0.07
H 0.445 0.709 -3.267 0.0 0.0 0.0 0.25
C -1.858 2.082 1.256 -0.1 0.0 0.0 -0.14
H 0.351 -2.620 -4.188 0.0 0.0 0.0 0.24
C -0.189 -0.177 -3.206 0.0 0.0 0.0 -0.67
C -4.001 3.382 4.111 0.0 0.0 0.0 -0.08
H -4.292 5.375 3.282 0.0 0.0 0.0 0.21
C 2.285 -1.841 0.598 0.0 0.0 0.0 -0.20
H -3.660 1.671 5.415 0.0 0.0 0.0 0.21
C 2.009 2.683 3.279 0.0 0.0 0.0 -0.60
C -1.541 3.480 3.532 0.1 0.0 0.0 -0.14
H 2.225 2.264 2.300 0.0 0.0 0.0 0.21
H 1.563 -4.473 -3.085 0.0 0.0 0.0 0.24
C -0.402 3.238 2.774 -0.1 0.0 0.1 -0.04
C 0.962 3.801 3.182 0.0 0.0 0.0 -0.08
H 1.675 1.887 3.948 0.0 0.0 0.0 0.21
C 1.409 4.843 2.144 0.0 0.0 0.0 -0.60
H -4.958 5.154 4.905 0.0 0.0 0.0 0.22
H -2.840 3.141 5.951 0.0 0.0 0.0 0.21
C -5.323 2.842 3.566 0.0 0.0 0.0 -0.61
H 3.465 -2.609 2.197 0.0 0.0 0.0 0.24
O 0.460 2.298 0.730 -0.1 0.0 0.3 -0.71
C 3.209 -4.069 0.629 0.0 0.0 0.0 -0.17
C 2.686 -4.336 -0.604 0.0 0.0 0.0 -0.20
Au 0.624 0.578 -0.174 -0.2 -0.2 -0.1 1.15
C 0.525 -1.294 -2.513 0.0 0.0 0.1 0.30
H 0.688 5.661 2.085 0.0 0.0 0.0 0.21
C 3.020 -2.812 1.231 0.0 0.0 0.0 -0.18
H -4.583 2.983 6.159 0.0 0.0 0.0 0.22
H 3.788 -4.819 1.150 0.0 0.0 0.0 0.24
C -0.575 2.501 1.585 0.2 -0.1 -0.3 0.30
C 1.936 -3.350 -1.280 0.0 0.1 0.0 -0.01
N 0.974 -1.122 -1.275 -0.1 0.0 -0.1 -0.51
Br -2.086 1.078 -0.367 0.1 0.1 0.0 0.08
H 2.372 5.264 2.440 0.0 0.0 0.0 0.22
H 0.223 5.351 4.540 0.0 0.0 0.0 0.21
C -3.751 2.756 5.491 0.0 0.0 0.0 -0.60
H 1.518 4.404 1.154 0.0 0.0 0.0 0.22
H 1.894 4.870 4.792 0.0 0.0 0.0 0.22
H -3.944 1.973 1.692 0.0 0.0 0.0 0.23
```
Forces are in eV/Å.

Calculated values
Multiplicity: 1
HOMO (alpha / beta), hartree: -0.4101 / -0.4101
Charge: +1
Frontier orbital gap (alpha / beta), eV: 5.713 / 5.714


Question: Which formula does entry 1 have?
Answer: C14H16